Computed, not measured: C5H12BNO3S in the gas phase in a non-equilibrium geometry, with ωB97M-V with the def2-TZVPD basis set.

Orbital gap: 9.2 eV
SMILES string: C[C@H](CS)C(=O)NCB(O)O
HOMO level: -8.76 eV

Structure (ORCA input):
```
! wB97M-V def2-TZVPD RIJCOSX def2/J DEFGRID3
* xyz 0 1
S 2.79 1.64 -1.16
O 0.81 0.53 0.73
O -0.52 -0.89 2.68
O -2.96 -0.82 3.01
N -1.30 0.35 -0.03
C 1.49 0.95 -2.18
C 1.57 -1.40 -1.23
C -1.90 0.74 1.26
C 0.08 0.25 -0.20
C 0.71 -0.20 -1.49
B -1.80 -0.34 2.40
H -2.71 -1.58 3.57
H -0.09 -0.49 -2.15
H 0.87 1.76 -2.53
H -1.57 1.74 1.50
H 1.96 1.77 -0.11
H -1.92 0.24 -0.84
H 0.10 -0.41 2.11
H -3.01 0.76 1.22
H 2.00 0.58 -3.08
H 0.93 -2.27 -1.03
H 2.26 -1.64 -2.07
H 2.23 -1.27 -0.39
*
```

=====

Computed, not measured: a molecular structure, C5H12BeClNdO2 in a non-equilibrium geometry, with ωB97M-V with the def2-TZVPD basis set.

Orbital gap (alpha / beta): 4.1 / 4.1 eV
⟨S²⟩: 3.756
HOMO level (alpha / beta): 1.16 / 1.16 eV

Structure (ORCA input):
```
! wB97M-V def2-TZVPD RIJCOSX def2/J DEFGRID3
* xyz -2 4
Nd 0.62 1.12 -0.37
Cl 0.97 3.60 -0.07
O -2.62 0.97 -2.03
O -1.71 0.28 -0.05
C 0.10 -1.60 0.48
C -2.57 0.16 -1.11
C 1.48 0.87 -2.60
C -2.11 -1.02 2.38
C 2.71 0.58 0.73
Be -1.27 -0.83 0.90
H -1.76 -1.94 2.88
H 2.48 -0.25 1.41
H 3.00 1.49 1.28
H 3.51 0.26 0.04
H -3.20 -0.75 -1.01
H 0.61 -2.35 1.09
H 0.16 -1.98 -0.55
H 2.49 0.41 -2.64
H -1.96 -0.20 3.09
H 1.51 1.95 -2.86
H -3.19 -1.10 2.23
H 0.75 0.32 -3.22
*
```

=====

Computed, not measured: C5H12BrPS in the gas phase in a non-equilibrium geometry, with ωB97M-V with the def2-TZVPD basis set.

Orbital gap: 8.9 eV
SMILES string: CC(C)(C)[P@@](C)(=S)Br
HOMO level: -8.95 eV

Structure (ORCA input):
```
! wB97M-V def2-TZVPD RIJCOSX def2/J DEFGRID3
* xyz 0 1
Br 0.03 2.94 -0.88
S -2.84 0.71 -0.33
P -0.91 0.76 -0.60
C 0.14 -0.16 0.62
C -0.30 -1.61 0.46
C -0.45 0.27 -2.35
C 1.70 0.05 0.30
C -0.14 0.38 1.93
H 0.40 -0.20 2.68
H -1.13 0.75 -3.14
H 2.44 -0.56 0.90
H -1.40 -1.66 0.59
H -1.27 0.12 2.10
H 0.03 -2.05 -0.47
H 0.47 0.80 -2.41
H 0.17 1.40 2.04
H 1.85 1.11 0.45
H 1.83 -0.22 -0.71
H 0.11 -2.04 1.38
H -0.71 -0.78 -2.57
*
```

=====

Computed, not measured: 2 unconnected molecules or ions with the total composition C5H12Cl2N2O2S in a non-equilibrium geometry, with ωB97M-V with the def2-TZVPD basis set.

Orbital gap (alpha / beta): 8.2 / 7.5 eV
⟨S²⟩: 2.011
HOMO level (alpha / beta): -7.63 / -10.06 eV

Structure (ORCA input):
```
! wB97M-V def2-TZVPD RIJCOSX def2/J DEFGRID3
* xyz 0 3
Cl 3.64 -0.79 1.05
Cl 0.13 2.29 -0.58
S -1.70 0.29 1.09
O -2.52 1.49 1.08
O -1.17 -0.20 2.29
N 0.29 0.60 -0.26
N -2.64 -0.84 0.18
C -3.10 -0.23 -1.01
C -1.74 -1.99 0.10
C 3.47 1.42 -0.46
C 2.68 0.21 -0.04
C 1.25 0.21 0.67
H -4.13 -0.57 -0.93
H -3.09 0.79 -1.10
H 2.82 2.27 -1.02
H 1.35 0.85 1.57
H -0.65 -1.82 -0.34
H -1.58 -2.56 0.97
H 3.85 1.84 0.37
H 0.93 -0.79 1.00
H 4.23 1.00 -1.02
H 2.62 -0.20 -1.06
H -2.36 -2.59 -0.53
H -2.61 -0.69 -2.02
*
```

=====

The ΔE to the lowest compared entry with this formula, charge and spin results, record by record, are as follows: 28.5; 0.0; 0.0; 142.6 kJ/mol.
The calculated total energy results, record by record, are as follows: -24526.998; -37674.915; -95546.773; -48328.064 eV.